Record 1
{
  "formula": "C8H10N2O",
  "method": "the ωB97M-V functional and the def2-TZVPD basis",
  "symbols": ["C", "C", "C", "C", "C", "C", "C", "C", "N", "N", "O", "H", "H", "H", "H", "H", "H", "H", "H", "H", "H"],
  "positions_angstrom": [[-2.36660, -1.06705, 0.33826], [-1.79547, 1.20050, 0.17129], [0.09615, -0.28862, -1.68929], [0.76995, 1.05679, -1.85509], [0.34181, -2.43217, -0.53792], [-0.75344, -0.12825, 1.99707], [0.67099, -1.14878, -0.62857], [-1.62684, 0.04777, 0.77522], [-2.93426, -2.00997, 0.01885], [-2.08042, 2.29949, -0.23336], [-0.80172, -0.64222, -2.41827], [1.76825, 0.89677, -2.25692], [0.86877, 1.57561, -0.90461], [0.20643, 1.66155, -2.56202], [-0.40634, -2.84819, -1.19340], [0.78375, -3.09509, 0.18961], [-1.64441, 2.75958, -1.01830], [-1.36637, -0.11941, 2.89924], [-0.02529, 0.67696, 2.06488], [-0.23596, -1.08212, 1.94325], [1.43237, -0.70220, -0.00273]],
  "orbital_gap_ev": [6.72, 6.23],
  "multiplicity": 3,
  "total_charge": 0,
  "homo_energy_ev": [-6.16, -9.06],
  "de_lowest_kj_mol": 38.2,
  "max_force_ha_per_bohr": 0.1361
}

=====

Record 2
{
  "formula": "C8H10N2O2",
  "method": "the ωB97M-V functional and the def2-TZVPD basis",
  "symbols": ["O", "C", "N", "C", "C", "N", "H", "H", "H", "H", "C", "C", "C", "C", "C", "O", "H", "H", "H", "H", "H", "H"],
  "positions_angstrom": [[-0.28482, 1.80465, -1.60582], [0.75082, 0.94486, -1.65349], [1.79153, 1.02927, -2.42662], [2.54938, -0.07923, -2.09293], [1.94286, -0.81235, -1.11981], [0.77134, -0.13079, -0.85057], [-0.09075, 2.48478, -2.26506], [3.49263, -0.27711, -2.58666], [2.21705, -1.73154, -0.60305], [0.01504, -0.43709, -0.16586], [1.18506, 0.84205, 1.64390], [0.00520, 0.78139, 1.37695], [-1.42503, 0.69166, 1.08055], [-2.04834, -0.59429, 1.63344], [-1.64795, -1.82380, 0.85769], [-1.06443, -1.79914, -0.19766], [2.25261, 0.89353, 1.86423], [-1.58548, 0.72927, 0.00577], [-1.93384, 1.56558, 1.50902], [-1.78966, -0.74540, 2.69158], [-3.14668, -0.53501, 1.59451], [-1.95654, -2.80129, 1.30989]],
  "orbital_gap_ev": 8.35,
  "total_charge": 0,
  "homo_energy_ev": -7.78,
  "de_lowest_kj_mol": 352.1,
  "max_force_ha_per_bohr": 0.0591,
  "smiles": "Oc1ncc[nH]1.C#CCCC=O"
}

=====

Record 3
{
  "formula": "C8H10N2OS",
  "method": "the ωB97M-V functional and the def2-TZVPD basis",
  "symbols": ["C", "C", "S", "C", "C", "C", "C", "C", "N", "H", "H", "H", "H", "H", "H", "H", "H", "H", "N", "C", "O", "H"],
  "positions_angstrom": [[1.48354, 2.11944, -1.32395], [0.55326, 3.07991, -1.37934], [-0.85487, 2.59694, -0.30773], [-0.17687, 1.00224, -0.12360], [-0.77274, -0.00708, 0.57219], [0.01087, -1.32483, 1.01782], [1.42645, -1.28567, 1.63407], [0.23912, -1.68884, 2.47083], [1.13296, 0.96758, -0.62611], [2.56337, 2.09122, -1.64293], [0.60049, 4.05462, -1.54401], [-1.85180, 0.11067, 0.58373], [-0.04885, -2.12154, 0.25580], [1.86834, -0.28050, 1.78953], [2.06762, -2.14871, 1.30005], [0.13294, -2.61356, 2.86932], [-0.15988, -0.86234, 3.03597], [1.40369, 0.10499, -0.89203], [-3.06828, -1.06235, -1.71582], [-1.93169, -1.10609, -2.05337], [-0.84919, -1.34718, -2.38165], [-3.76850, -0.27893, -1.53877]],
  "orbital_gap_ev": 7.86,
  "total_charge": 0,
  "homo_energy_ev": -7.20,
  "de_lowest_kj_mol": 258.1,
  "max_force_ha_per_bohr": 0.0953,
  "smiles": "C1=CS/C(=C/C2CC2)N1.N=C=O"
}

=====

Record 4
{
  "formula": "C8H10N2P",
  "method": "the ωB97M-V functional and the def2-TZVPD basis",
  "symbols": ["C", "C", "C", "C", "C", "C", "C", "C", "N", "N", "P", "H", "H", "H", "H", "H", "H", "H", "H", "H", "H"],
  "positions_angstrom": [[-1.31448, -2.35895, -0.67833], [-2.10568, -1.37276, -1.25058], [-0.27671, -2.02265, 0.13497], [-1.85506, -0.00338, -1.19025], [0.98140, 1.34327, 0.61239], [0.07426, -0.69272, 0.26758], [-0.66414, 0.28981, -0.42287], [2.27955, -0.41002, 1.61218], [1.08114, 0.05313, 0.94416], [0.01550, 1.55898, -0.23989], [-0.47451, 3.28016, -0.62743], [-1.72025, -3.37904, -0.64182], [-3.09883, -1.50595, -1.63119], [0.15907, -2.81212, 0.81601], [-2.60184, 0.68793, -1.49750], [1.63761, 2.07431, 1.05987], [2.50655, 0.25467, 2.50189], [2.22469, -1.46873, 1.84296], [3.12384, -0.27126, 1.01855], [-0.87649, 3.11675, -2.01074], [0.90440, 3.63856, -0.61994]],
  "orbital_gap_ev": [5.89, 6.25],
  "multiplicity": 3,
  "total_charge": 1,
  "homo_energy_ev": [-9.08, -13.22],
  "max_force_ha_per_bohr": 0.1216
}

=====

Record 5
{
  "formula": "C8H10N2S2",
  "method": "the ωB97M-V functional and the def2-TZVPD basis",
  "symbols": ["C", "S", "C", "S", "C", "C", "C", "C", "N", "C", "N", "C", "H", "H", "H", "H", "H", "H", "H", "H", "H", "H"],
  "positions_angstrom": [[-2.00920, -0.88911, -1.78635], [-2.88285, -0.51985, -0.24195], [-1.63712, -0.61238, 1.00287], [-0.53079, -2.41566, 0.85505], [0.79978, -1.55066, 0.27071], [1.97414, -1.95096, -0.32621], [3.00852, -1.01300, -0.45663], [2.65053, 0.39421, -0.17495], [1.52962, 0.81340, 0.32382], [0.58693, -0.12435, 0.47286], [-0.55920, 0.26028, 1.07314], [-0.34786, 1.28884, 2.11145], [-2.59003, -1.72962, -2.21305], [-1.12086, -1.53066, -1.39183], [-1.75071, -0.12291, -2.48331], [-2.07496, -0.90566, 1.91760], [2.23472, -2.97270, -0.31721], [4.01378, -1.39313, -0.77191], [3.41424, 1.14678, -0.18573], [-0.55120, 0.67803, 3.01295], [0.69440, 1.62775, 1.94318], [-1.11961, 2.07270, 2.04353]],
  "orbital_gap_ev": 7.73,
  "total_charge": 0,
  "homo_energy_ev": -7.47,
  "de_lowest_kj_mol": 255.3,
  "max_force_ha_per_bohr": 0.0861,
  "smiles": "CS[C@H]1Sc2cccnc2N1C"
}

=====

Record 6
{
  "formula": "C8H10N4O3",
  "method": "the ωB97M-V functional and the def2-TZVPD basis",
  "symbols": ["C", "O", "C", "O", "C", "N", "C", "C", "O", "N", "N", "C", "C", "C", "N", "H", "H", "H", "H", "H", "H", "H", "H", "H", "H"],
  "positions_angstrom": [[3.13418, -0.22064, 0.84826], [1.85359, 0.42859, 0.62840], [1.07045, -0.16070, -0.22357], [1.32192, -1.22934, -0.80475], [-0.25615, 0.58046, -0.52276], [-1.23599, -0.29858, -1.03807], [-1.68759, -1.27382, -0.09740], [-2.67756, -2.29233, -0.65039], [-1.25986, -1.22898, 1.01450], [0.24611, 1.70949, -1.82117], [0.40501, 2.74263, -1.21555], [0.15572, 2.84742, 0.16556], [-0.60912, 1.62778, 0.55077], [-2.04880, 1.71857, 0.68679], [-3.16196, 1.79984, 0.54639], [3.69664, 0.13364, 0.07204], [3.04832, -1.26486, 0.71299], [3.43234, 0.33009, 1.74165], [-1.90849, 0.00821, -1.82478], [-2.71753, -2.23478, -1.71208], [-2.40603, -3.28580, -0.32142], [-3.77981, -2.11545, -0.29266], [-0.28116, 3.89564, 0.23940], [1.05931, 2.98173, 0.65443], [-0.18257, 1.14569, 1.48684]],
  "orbital_gap_ev": 9.98,
  "total_charge": 0,
  "homo_energy_ev": -9.48,
  "de_lowest_kj_mol": 196.7,
  "max_force_ha_per_bohr": 0.0820,
  "smiles": "COC(=O)[C@]1(NC(C)=O)N=NC[C@H]1C#N"
}

=====

Record 7
{
  "formula": "C8H10N6NiO12",
  "method": "the ωB97M-V functional and the def2-TZVPD basis",
  "symbols": ["Ni", "N", "O", "O", "O", "N", "O", "O", "O", "N", "O", "O", "O", "N", "O", "O", "O", "N", "C", "C", "C", "C", "H", "H", "H", "H", "H", "N", "C", "C", "C", "C", "H", "H", "H", "H", "H"],
  "positions_angstrom": [[0.11037, 0.33567, 0.02467], [-2.67460, 1.80230, 0.62139], [-2.62733, 3.03052, 0.64688], [-3.64219, 1.19219, 0.15792], [-1.61311, 1.19499, 1.01367], [-0.97513, 2.44352, -2.42384], [-0.89014, 1.37818, -1.72958], [0.01773, 2.88156, -3.04775], [-1.89025, 3.25741, -2.19613], [1.06462, 3.32263, 0.32295], [0.18394, 4.07354, 0.73876], [1.94270, 3.70180, -0.46852], [1.07139, 2.07424, 0.59004], [2.80175, 0.50075, -2.01131], [2.81612, 1.66855, -2.42049], [3.75255, -0.24673, -2.28891], [1.79530, 0.13427, -1.34245], [0.11983, -2.53644, -1.75263], [-0.34119, -3.13379, -0.59914], [-1.45788, -2.36518, -0.19321], [-1.62956, -1.33227, -1.10496], [-0.64794, -1.45302, -2.04942], [0.87895, -2.83173, -2.34094], [0.19532, -3.89930, -0.06562], [-2.11917, -2.60885, 0.62308], [-2.49694, -0.68912, -1.10985], [-0.48414, -0.86494, -2.93716], [-0.30669, -0.94017, 3.17292], [0.06887, -2.09432, 2.54458], [1.22820, -1.89447, 1.83916], [1.62334, -0.53460, 2.00294], [0.58827, 0.00663, 2.78920], [-0.99959, -0.80916, 3.88551], [-0.36898, -3.03951, 2.82765], [1.80990, -2.65062, 1.33835], [2.51921, -0.04230, 1.66348], [0.57643, 0.96777, 3.27877]],
  "orbital_gap_ev": [6.49, 6.46],
  "multiplicity": 3,
  "total_charge": -2,
  "homo_energy_ev": [-1.98, -1.96],
  "de_lowest_kj_mol": 125.9,
  "max_force_ha_per_bohr": 0.0960
}

=====

Record 8
{
  "formula": "C8H10NO",
  "method": "the ωB97M-V functional and the def2-TZVPD basis",
  "symbols": ["N", "C", "C", "C", "C", "C", "C", "C", "C", "O", "H", "H", "H", "H", "H", "H", "H", "H", "H", "H"],
  "positions_angstrom": [[1.86796, 1.08346, 0.57870], [1.42381, -0.24387, 0.03436], [-0.30781, -0.29157, 0.10161], [-0.98455, 0.89197, -0.10822], [-2.39784, 0.85728, -0.11335], [-3.00916, -0.37501, -0.03672], [-2.31333, -1.56532, 0.08892], [-0.95078, -1.47284, 0.17802], [2.19893, -1.03720, -0.92775], [2.09765, -1.24677, 0.57182], [2.94453, 0.93316, 0.68706], [1.40224, 1.28322, 1.46884], [1.89794, 1.83181, -0.10122], [-0.50220, 1.87808, -0.13440], [-3.03306, 1.87510, -0.07769], [-4.00796, -0.55797, 0.05644], [-2.89203, -2.34250, 0.50688], [-0.20124, -2.30324, 0.44344], [1.56284, -1.75381, -1.35182], [3.20329, -0.77627, -1.17848]],
  "orbital_gap_ev": 9.48,
  "total_charge": 1,
  "homo_energy_ev": -13.15,
  "de_lowest_kj_mol": 300.2,
  "max_force_ha_per_bohr": 0.1017,
  "smiles": "[NH3+][C@@]1(c2ccccc2)CO1"
}

=====

Record 9
{
  "formula": "C8H10NO3",
  "method": "the ωB97M-V functional and the def2-TZVPD basis",
  "symbols": ["C", "C", "C", "O", "C", "N", "C", "C", "C", "C", "O", "O", "H", "H", "H", "H", "H", "H", "H", "H", "H", "H"],
  "positions_angstrom": [[2.79063, 1.86282, -0.12441], [1.38148, 1.28964, 0.03074], [0.28340, 2.07777, 0.06470], [-0.87614, 1.43014, 0.06408], [-0.62607, 0.10630, -0.00781], [-1.64005, -0.76826, 0.27257], [-3.01343, -0.25345, 0.36215], [-1.44101, -2.16782, -0.25830], [1.08506, -0.05755, 0.05431], [2.00099, -1.42010, -0.10828], [1.52570, -2.39115, -0.64006], [3.16048, -1.33162, 0.41786], [2.53445, 2.77746, -0.61236], [3.24444, 2.03773, 0.94774], [3.53260, 1.21700, -0.54984], [0.25049, 3.20434, 0.19332], [-3.20667, 0.51944, -0.46852], [-3.68981, -1.14146, 0.32033], [-3.01036, 0.48885, 1.27793], [-0.43254, -2.44028, 0.01767], [-2.24176, -2.83718, 0.11192], [-1.61189, -2.20261, -1.36570]],
  "orbital_gap_ev": 6.25,
  "total_charge": -1,
  "homo_energy_ev": -2.93,
  "de_lowest_kj_mol": 248.8,
  "max_force_ha_per_bohr": 0.1087,
  "smiles": "Cc1coc(N(C)C)c1C(=O)[O-]"
}

=====

Record 10
{
  "formula": "C8H10NO3P2",
  "method": "the ωB97M-V functional and the def2-TZVPD basis",
  "symbols": ["C", "C", "C", "C", "C", "C", "C", "C", "N", "O", "O", "O", "P", "P", "H", "H", "H", "H", "H", "H", "H", "H", "H", "H"],
  "positions_angstrom": [[-0.64591, -0.85351, 0.16034], [0.75620, -1.01308, 0.09042], [-1.18797, 0.44208, 0.13254], [-0.28718, 1.59684, -0.07644], [1.63320, 0.04787, 0.01715], [1.15566, 1.36581, -0.05709], [-3.29728, 1.82853, -0.09717], [1.39713, -2.36450, 0.13958], [-2.48371, 0.75186, 0.41165], [-0.67552, 2.74336, -0.23200], [2.82240, -2.12274, 0.33429], [-1.32536, -2.06432, 0.25766], [3.39334, -0.35453, 0.09121], [2.07377, 2.81615, -0.18219], [-3.04293, -0.04113, 0.71154], [-4.18701, 1.89749, 0.52402], [-3.60257, 1.62904, -1.13044], [-2.75223, 2.76783, -0.06733], [1.22016, -2.91929, -0.78537], [1.02918, -2.94665, 0.98955], [3.38252, -2.84930, 0.01827], [-2.27649, -1.93582, 0.21269], [3.57102, -0.52933, -1.30750], [3.32955, 2.10735, -0.15537]],
  "orbital_gap_ev": [5.85, 6.18],
  "total_charge": 1,
  "homo_energy_ev": [-10.92, -11.08],
  "de_lowest_kj_mol": 0.0,
  "max_force_ha_per_bohr": 0.0349
}